No. 1
The following is a quantum chemistry calculation of C7H13BN4Pb as an isolated structure at a distorted geometry, from OMol25.

Element x y z (Å)
Pb: 0.7828 -0.1456 -0.8561
C: 0.4777 -0.0717 -3.1252
H: 1.6720 0.0831 -3.4574
H: 0.1598 -1.0891 -3.4459
H: -0.0248 0.5204 -3.9158
H: -1.3065 0.4817 -1.5585
H: -1.6379 0.2787 -0.9446
B: 1.8737 -0.2919 2.7938
N: 1.0700 0.9985 2.4631
C: 0.9039 2.0188 3.3008
C: 0.1165 2.9712 2.6416
C: -0.1176 2.4838 1.3387
N: 0.3577 1.2208 1.2752
N: 0.7506 -1.3307 2.4339
C: 0.3212 -2.2932 3.2634
C: -0.6867 -2.9713 2.5797
C: -0.7947 -2.4112 1.3188
N: 0.0106 -1.3167 1.2915
H: 2.2281 -0.3523 3.9455
H: 2.7946 -0.4078 2.0854
H: 1.3717 1.9823 4.2776
H: -0.1547 3.8798 3.0972
H: -0.5556 3.0051 0.4988
H: 0.7952 -2.4115 4.2440
H: -1.1911 -3.8044 3.0203
H: -1.3658 -2.7531 0.4505

Output
* HOMO level (alpha / beta): -15.9 / -15.9 eV
* total charge: +2
* multiplicity: 1
* E_tot: -710.4049 Eh

No. 2
The following is a quantum chemistry calculation of C7H13BrO3PTi as an isolated structure at a distorted geometry, from OMol25.

Element x y z (Å)
C: 0.3077 -0.9684 2.9182
C: -0.0218 -1.6907 1.6587
C: -1.1989 -1.2866 0.5833
P: -0.4883 -0.4752 -1.0390
C: 0.7083 0.2092 -2.4036
C: 2.2601 0.3738 -1.8159
O: 3.0442 -0.7172 -1.5988
Br: 3.0850 2.1788 -1.4337
O: 0.5740 0.4341 0.0322
C: -0.1138 1.6851 0.3963
C: -1.3394 2.0337 -0.6467
O: -1.7457 0.7235 -1.2342
H: 0.6177 0.1828 2.8589
H: 0.3523 -1.4562 3.9984
H: 0.6477 -2.6464 1.4089
H: -2.0742 -0.6398 1.0475
H: -1.7258 -2.2875 0.2015
H: 0.3462 -1.6833 -1.0816
H: -1.3172 -1.2466 -1.9706
H: 0.8098 -0.5679 -3.3014
H: 0.2908 1.2138 -2.8526
H: 0.6639 2.5717 0.2959
H: -0.6886 1.6835 1.4357
H: -2.2203 2.6405 -0.1431
H: -1.0828 2.6433 -1.6208
Ti: 0.3091 -2.9080 4.3065

Output
* HOMO level: -11.1 eV
* total charge: +1
* multiplicity: 1
* E_tot: -4264.2281 Eh

No. 3
The following is a quantum chemistry calculation of C7H13Cl as an isolated structure at a distorted geometry, from OMol25.

Element x y z (Å)
C: 0.1512 -2.0942 -1.0663
C: 0.1461 -0.4407 -0.9867
C: 1.1103 -0.3133 0.0976
C: 0.3708 0.8217 0.6321
C: 0.8431 2.3069 0.5158
C: -0.8000 0.2871 -0.1834
C: -1.6964 -0.3865 0.6319
H: 1.3695 -2.5314 -1.0172
H: -0.4379 -2.3412 -0.0086
H: -0.2568 -2.5387 -2.0990
H: 0.6297 0.0919 -1.8923
H: 1.1044 -0.9611 1.0387
H: 2.2823 -0.0944 -0.1958
H: 0.0529 0.7953 1.6753
H: 1.3630 2.7710 -0.5738
H: 0.0715 3.1319 0.6113
H: 1.7345 2.6075 1.0257
H: -1.4644 1.0188 -0.6940
H: -2.2036 0.3206 1.2826
H: -1.3134 -1.3567 1.3680
Cl: -3.0568 -1.0947 -0.1619

Output
* HOMO level: -10.0 eV
* multiplicity: 1
* E_tot: -734.5146 Eh